1.
Molecular formula: CH3F2O3P
Method: DFT, ωB97M-V/def2-TZVPD

Each line ends with the Mulliken charge.
Atoms and positions in Å:
C  1.29639  -0.24238  -0.22456  0.43
O  2.16439  0.73248  -0.66004  -0.43
O  -2.32654  -0.23152  1.45116  -0.31
O  -2.24391  0.48846  0.20087  -0.14
F  0.94851  -0.05384  1.13350  -0.24
F  1.83559  -1.44513  -0.40291  -0.21
P  -1.84921  -0.31900  -1.13502  0.16
H  3.04852  0.46323  -0.42927  0.31
H  -1.34485  -0.31728  1.71208  0.37
H  -1.52889  0.92496  -1.64581  0.06

Calculated values
Lowest unoccupied orbital energy (alpha / beta) ... -0.038 / -0.028 hartree
HOMO level (alpha / beta) ... -8.2 / -10.0 eV
Gap between HOMO and LUMO (alpha / beta) ... 7.20 / 9.27 eV
Energy above the lowest of the compared OMol25 structures with the same formula, charge and spin ... 3.445 eV

***

2.
Molecular formula: C5H6O2
Method: DFT, ωB97M-V/def2-TZVPD

Each line ends with the Mulliken charge.
Atoms and positions in Å:
C  0.60454  0.61495  1.21132  -0.56
O  0.62234  -0.80900  1.19254  -0.42
C  0.28330  -1.21908  -0.10810  -0.24
C  -1.13819  -0.60245  -0.71294  -0.26
O  -1.48614  0.52781  0.07474  -0.45
C  -0.12919  0.99688  -0.05699  0.17
C  0.21411  -0.11110  -1.08191  -0.48
H  1.62771  1.01193  1.22072  0.30
H  0.06436  0.94739  2.10340  0.31
H  0.70198  -2.20717  -0.33908  0.39
H  -2.01952  -1.14546  -1.09957  0.39
H  -0.07720  2.03526  -0.37429  0.43
H  0.73190  -0.03993  -2.02984  0.43

Calculated values
Lowest unoccupied orbital energy ... 0.037 hartree
HOMO level ... -8.3 eV
Gap between HOMO and LUMO ... 9.29 eV
Energy above the lowest of the compared OMol25 structures with the same formula, charge and spin ... 3.154 eV

***

3.
Molecular formula: C3H7NP
Method: DFT, ωB97M-V/def2-TZVPD

Each line ends with the Mulliken charge.
Atoms and positions in Å:
C  -0.68532  0.72505  -0.58769  0.05
C  0.54727  1.10411  0.25814  -0.46
C  -0.18306  -0.77179  -0.43437  -0.49
N  0.47553  -0.30447  0.81149  -0.13
P  -1.82710  1.51791  -1.57934  0.01
H  1.40785  1.31948  -0.51478  0.27
H  0.33642  1.87853  0.96188  0.37
H  -0.89041  -1.48777  -0.40842  0.42
H  0.58098  -0.97846  -1.10245  0.27
H  1.36058  -0.61002  1.18175  0.30
H  -0.17555  -0.25181  1.58406  0.34
H  -2.48773  0.37286  -1.88462  0.04

Calculated values
Lowest unoccupied orbital energy ... -0.164 hartree
HOMO level ... -13.8 eV
Charge ... +1
Gap between HOMO and LUMO ... 9.36 eV
Energy above the lowest of the compared OMol25 structures with the same formula, charge and spin ... 0.000 eV
Structure (SMILES) ... P=C1C[NH2+]C1

***

4.
Molecular formula: C43H92F3N14O9S
Method: DFT, ωB97M-V/def2-TZVPD

Each line ends with the Mulliken charge.
Atoms and positions in Å:
C  -0.96638  4.14764  4.91467  -0.59
C  -2.16052  4.71943  4.20161  0.32
O  -2.51602  4.46549  3.09154  -0.41
N  -2.99025  5.71659  5.02628  -0.02
H  -3.76347  5.13919  5.37875  0.39
H  -2.47200  5.94991  5.87833  0.45
C  -3.55987  6.90931  4.32179  -0.70
H  -1.19848  3.23894  5.46799  0.38
H  -0.39530  4.96739  5.34870  0.47
H  -0.37750  3.74004  4.08955  -0.20
H  -3.34489  7.75573  4.97424  0.39
H  -4.62704  6.90764  4.11681  0.34
H  -3.05147  7.11243  3.38154  0.21
C  1.26980  -1.87645  -6.63857  -0.65
C  1.41485  -0.41315  -6.22819  0.35
O  2.31337  0.26569  -6.55501  -0.32
N  0.42911  0.08664  -5.17782  0.02
H  0.35427  1.10432  -5.13212  0.38
H  -0.46351  -0.31322  -5.46122  0.39
C  0.64095  -0.32398  -3.68557  -0.39
H  2.24488  -2.05945  -7.08203  0.37
H  0.42589  -1.96757  -7.32682  0.40
H  0.99132  -2.47794  -5.77218  -0.01
H  -0.37379  -0.26911  -3.30310  0.04
H  1.21281  0.48194  -3.24160  0.34
H  1.07049  -1.31815  -3.65501  0.14
C  -2.94323  1.91790  -3.03213  -0.24
C  -4.33546  2.47899  -3.31259  0.07
O  -5.12252  2.73033  -2.46794  -0.38
N  -4.77964  2.65994  -4.75325  -0.06
H  -5.12383  3.61241  -4.92470  0.45
H  -3.97032  2.54889  -5.36659  0.37
C  -5.85464  1.68105  -5.18962  -0.80
H  -2.68607  1.85796  -1.98024  -0.38
H  -2.29426  2.62665  -3.55592  0.57
H  -2.90500  0.90280  -3.43463  0.34
H  -6.38200  2.18772  -5.99765  0.41
H  -6.58696  1.56951  -4.39202  0.37
H  -5.45427  0.71978  -5.49288  0.27
C  -8.30974  -0.06603  0.80765  -1.13
C  -7.07621  0.68594  0.32679  0.40
O  -6.94639  1.08376  -0.78101  -0.33
N  -6.11610  1.17981  1.41644  -0.10
H  -6.44655  2.08607  1.75366  0.43
H  -6.08973  0.50516  2.18089  0.43
C  -4.63360  1.26009  0.95467  -0.80
H  -7.88646  -1.04757  1.05306  0.38
H  -8.98036  -0.14811  -0.04088  0.34
H  -8.71124  0.41442  1.69928  0.42
H  -4.18458  1.63302  1.87383  0.41
H  -4.55164  2.04253  0.20727  0.28
H  -4.30813  0.25889  0.70530  0.24
C  -0.60711  -2.15397  5.11536  -1.02
C  -0.49982  -3.56280  4.62488  0.50
O  -0.67643  -3.87280  3.48693  -0.39
N  0.24442  -4.45307  5.57310  -0.16
H  0.84372  -3.80953  6.09449  0.41
H  -0.34343  -4.90716  6.28512  0.39
C  1.14216  -5.46707  4.80998  -0.72
H  -1.02962  -1.94137  6.09753  0.45
H  -1.16734  -1.59992  4.36655  0.22
H  0.43932  -1.82847  5.13496  0.30
H  0.44120  -6.09477  4.27069  0.34
H  1.76199  -5.96306  5.55187  0.38
H  1.73947  -4.87112  4.12613  0.30
C  -6.67851  -2.71775  -2.97791  -1.23
C  -5.45531  -1.92236  -2.70197  0.41
O  -5.41956  -0.73163  -2.60969  -0.27
N  -4.13804  -2.68600  -2.63588  0.03
H  -4.19680  -3.66976  -2.91338  0.46
H  -3.50261  -2.30382  -3.34002  0.39
C  -3.28708  -2.44826  -1.37685  -0.51
H  -6.75039  -2.83951  -4.06875  0.39
H  -7.62161  -2.22142  -2.75593  0.38
H  -6.58356  -3.70679  -2.52697  0.44
H  -2.20853  -2.49417  -1.56867  -0.14
H  -3.60216  -3.08673  -0.56192  0.46
H  -3.19514  -1.38030  -1.15393  0.26
C  -0.66175  -6.22117  -4.75867  -1.22
C  -0.90939  -4.83312  -4.19726  -0.32
N  -0.92646  -4.86341  -2.71166  0.48
C  -1.75328  -5.56503  -1.89905  -0.51
C  -1.46387  -5.28992  -0.59665  -0.71
N  -0.33146  -4.51778  -0.63276  0.29
C  -0.07216  -4.16569  -1.92367  -0.44
C  0.35453  -3.97091  0.54109  -0.94
H  0.16407  -6.67225  -4.20558  0.37
H  -0.35956  -6.10701  -5.79757  0.41
H  -1.52474  -6.86184  -4.58610  0.41
H  -1.86014  -4.40900  -4.52368  0.18
H  -0.04387  -4.19417  -4.37539  0.21
H  -2.47012  -6.22838  -2.36177  0.58
H  -2.05388  -5.49473  0.28194  0.55
H  0.74882  -3.54254  -2.23115  0.44
H  -0.11481  -3.09095  0.97370  0.27
H  1.37673  -3.68988  0.29703  0.22
H  0.35852  -4.81908  1.22284  0.58
C  8.53774  2.48325  4.46043  -1.03
C  7.45116  2.36052  5.53125  -0.40
N  6.48490  1.35951  5.08620  0.12
C  6.49529  0.03876  5.46814  -0.54
C  5.46219  -0.61470  4.85664  -0.28
N  4.82857  0.34531  4.05053  0.31
C  5.52162  1.49472  4.15428  -0.29
C  3.74192  0.12983  3.10907  -0.98
H  8.12836  2.64026  3.46268  0.33
H  9.19050  1.61060  4.41677  0.34
H  9.18974  3.29751  4.77952  0.39
H  6.89369  3.27935  5.69784  0.33
H  7.95499  1.98568  6.42005  0.27
H  7.13610  -0.29188  6.27191  0.42
H  5.05931  -1.60377  4.97693  0.51
H  5.42225  2.39745  3.57409  0.51
H  3.55473  1.00330  2.49138  0.20
H  2.80863  -0.00974  3.65826  0.36
H  4.00484  -0.73491  2.50126  0.39
C  3.98053  -0.19027  -1.91176  -0.43
C  4.73639  -1.05622  -0.90368  -0.71
N  5.72194  -1.92722  -1.52811  0.28
C  6.98528  -1.52742  -1.96411  -0.27
C  7.52835  -2.53366  -2.65536  -0.44
N  6.69264  -3.63482  -2.54407  0.13
C  5.55637  -3.18578  -1.94606  -0.32
C  7.00969  -4.99132  -2.99508  -0.73
H  4.67538  0.21007  -2.65224  0.50
H  3.57329  0.63827  -1.32787  0.16
H  3.14928  -0.57664  -2.50412  -0.10
H  4.00579  -1.69566  -0.39453  0.15
H  5.03452  -0.43381  -0.06199  0.35
H  7.27050  -0.53000  -1.67180  0.47
H  8.54794  -2.56160  -3.01198  0.42
H  4.60395  -3.67392  -1.82466  0.52
H  6.59315  -5.25480  -3.96653  0.33
H  6.68118  -5.69922  -2.23968  0.36
H  8.09065  -4.97944  -3.12259  0.30
C  -2.21428  4.57079  -0.35819  -0.79
C  -1.02994  5.05891  -1.13699  -0.45
N  0.20530  5.00313  -0.32276  0.28
C  1.34031  4.24195  -0.55938  -0.61
C  2.15242  4.49102  0.49715  -0.94
N  1.50621  5.33862  1.39383  0.23
C  0.32653  5.63658  0.84911  -0.35
C  2.02707  5.61378  2.71597  -0.81
H  -2.62070  5.28324  0.36059  0.46
H  -2.04052  3.61894  0.14588  0.09
H  -3.02389  4.35185  -1.05781  0.32
H  -1.06515  5.98803  -1.70252  0.34
H  -0.79905  4.29323  -1.88391  0.07
H  1.31394  3.63046  -1.44354  0.78
H  3.15037  4.14359  0.70364  0.60
H  -0.46097  6.21517  1.30355  0.62
H  3.10487  5.73650  2.75540  0.34
H  1.73736  4.81854  3.40809  0.29
H  1.50359  6.48285  3.11543  0.37
C  0.57338  1.02109  1.20961  -0.13
F  0.43328  0.11526  2.17052  -0.08
F  0.08175  2.19236  1.56801  -0.03
F  1.86910  1.17328  0.86904  -0.04
S  -0.34263  0.49207  -0.36869  0.42
O  -0.01478  1.50558  -1.35873  -0.37
O  0.21366  -0.86847  -0.60556  -0.09
O  -1.76531  0.48327  -0.05936  -0.45

Calculated values
Lowest unoccupied orbital energy ... -0.664 hartree
HOMO level ... -25.4 eV
Charge ... +9
Gap between HOMO and LUMO ... 7.39 eV